ClH2NO3P | ωB97M-V/def2-TZVPD

Results
Max |F|   0.0591 hartree/bohr
Total charge   -1
LUMO level   3.157 eV
ΔE to the lowest compared entry with this formula, charge and spin   58.2 kcal/mol

Each line ends with the Löwdin charge.
CARTESIAN COORDINATES (ANGSTROEM)
N 0.10524 0.53647 0.93066  -0.093
O -1.94162 -1.07180 0.89278  -0.300
O 0.29296 -2.15339 1.26451  -0.290
O 1.37142 1.39349 -2.88009  -1.026
P -0.49132 -1.00451 0.90712  0.419
Cl 0.24502 0.98498 -1.87965  0.350
H -0.56946 0.85377 0.29001  -0.064
H 0.98775 0.46099 0.47467  0.005

ClH2NOS | ωB97M-V/def2-TZVPD

Results
Max |F|   0.1381 hartree/bohr
LUMO level   -0.076 eV
ΔE to the lowest compared entry with this formula, charge and spin   24.9 kcal/mol

Each line ends with the Löwdin charge.
CARTESIAN COORDINATES (ANGSTROEM)
N 0.80964 -0.80209 -0.25516  -0.306
O 0.02873 1.45088 0.34017  -0.335
S -0.25541 0.25143 -0.69839  0.634
Cl -2.06366 -0.36721 0.31048  0.100
H 0.98975 -1.60221 -0.69156  -0.066
H 0.49094 1.06920 0.99445  -0.027

ClH2NOS2 | ωB97M-V/def2-TZVPD

Results
Max |F|   0.0421 hartree/bohr
LUMO level (alpha / beta)   -2.075 / -2.074 eV
ΔE to the lowest compared entry with this formula, charge and spin   27.9 kcal/mol

Each line ends with the Löwdin charge.
CARTESIAN COORDINATES (ANGSTROEM)
N 0.79341 -0.16511 0.19644  -0.288
O 0.61677 -0.45401 -2.34630  -0.499
S -1.48648 -2.05433 0.69116  -0.030
S 1.35638 -0.85808 -1.18597  0.833
Cl -0.42343 -2.79910 -0.86010  -0.001
H -0.20288 -0.36202 0.58766  -0.061
H 1.34660 -0.35196 1.01021  0.046

ClH2NS | ωB97M-V/def2-TZVPD

Results
Max |F|   0.0413 hartree/bohr
SMILES   N=S.Cl
LUMO level   -1.309 eV
ΔE to the lowest compared entry with this formula, charge and spin   23.2 kcal/mol

Each line ends with the Löwdin charge.
CARTESIAN COORDINATES (ANGSTROEM)
N -1.98358 -0.03038 -0.06817  -0.484
S -1.34791 1.27521 0.45729  0.586
H -1.23586 -0.55863 -0.42138  -0.098
Cl 2.57889 0.14577 0.30689  0.252
H 1.98845 -0.83196 -0.27463  -0.256

ClH2O | ωB97M-V/def2-TZVPD

Results
Max |F|   0.0224 hartree/bohr
Total charge   -1
LUMO level   4.030 eV
ΔE to the lowest compared entry with this formula, charge and spin   8.1 kcal/mol

Each line ends with the Löwdin charge.
CARTESIAN COORDINATES (ANGSTROEM)
O -0.21581 0.97560 0.85562  -0.110
H -1.19207 1.03789 0.74938  0.035
H 0.07004 0.34499 0.15643  0.033
Cl 1.33785 -2.35848 -1.76143  -0.958

ClH3N2 | ωB97M-V/def2-TZVPD

Results
Max |F|   0.0616 hartree/bohr
LUMO level (alpha / beta)   -0.770 / -0.374 eV
ΔE to the lowest compared entry with this formula, charge and spin   68.2 kcal/mol

Each line ends with the Löwdin charge.
CARTESIAN COORDINATES (ANGSTROEM)
N -1.37116 -0.53015 -0.08435  0.089
N 0.80609 1.04485 -0.08845  -0.524
Cl 1.95176 0.21534 -0.85199  0.521
H -1.42109 -0.80765 0.83885  -0.075
H -1.13353 -1.34107 -0.66387  -0.022
H 1.16793 1.41868 0.84982  0.011

ClH3N2OS | ωB97M-V/def2-TZVPD

Results
Max |F|   0.0669 hartree/bohr
LUMO level   0.020 eV
ΔE to the lowest compared entry with this formula, charge and spin   61.1 kcal/mol

Each line ends with the Löwdin charge.
CARTESIAN COORDINATES (ANGSTROEM)
N -0.69326 1.54942 -0.30927  -0.390
N 0.32102 -0.70121 0.51227  -0.358
O 1.66704 -0.87291 -0.03939  -0.040
S -1.06730 0.29410 0.42098  0.621
Cl -2.41043 -0.99071 -0.73548  0.034
H -0.37419 1.87109 -1.23729  0.042
H 0.44758 -1.08945 1.39448  0.041
H 2.10956 -0.06033 -0.00629  0.049

ClH4LiO2 | ωB97M-V/def2-TZVPD

Results
Max |F|   0.0633 hartree/bohr
LUMO level   -1.316 eV
ΔE to the lowest compared entry with this formula, charge and spin   39.6 kcal/mol

Each line ends with the Löwdin charge.
CARTESIAN COORDINATES (ANGSTROEM)
Li -7.14213 1.19602 -2.99946  0.634
Cl -6.33226 1.59597 -4.64978  0.172
O -3.99564 2.48147 -3.94364  -0.153
H -4.84382 2.19614 -4.28337  -0.274
H -4.21052 3.01106 -3.17579  0.007
O -5.40701 1.83904 -7.06095  -0.155
H -5.58212 1.57728 -6.15704  -0.241
H -6.23483 2.20828 -7.36853  0.010

ClH4NiO2 | ωB97M-V/def2-TZVPD

Results
Max |F|   0.0569 hartree/bohr
Total charge   +1
LUMO level (alpha / beta)   -8.293 / -10.323 eV
ΔE to the lowest compared entry with this formula, charge and spin   0.0 kcal/mol
Spin multiplicity   3

Each line ends with the Löwdin charge.
CARTESIAN COORDINATES (ANGSTROEM)
Ni 3.09074 0.77289 1.00983  0.908
Cl 1.10880 0.13365 -0.07783  0.344
O -0.28964 -2.00373 -2.07423  -0.051
H -0.11391 -1.30649 -1.44240  -0.098
H -1.17537 -2.29996 -1.86457  0.045
O -1.09634 1.88062 1.41159  -0.066
H -1.02132 1.38933 2.22965  0.032
H -0.50296 1.43368 0.80795  -0.114

ClHNO | ωB97M-V/def2-TZVPD

Results
Max |F|   0.1000 hartree/bohr
SMILES   [O-]NCl
Total charge   -1
LUMO level (alpha / beta)   4.596 / 4.596 eV
ΔE to the lowest compared entry with this formula, charge and spin   34.6 kcal/mol

Each line ends with the Löwdin charge.
CARTESIAN COORDINATES (ANGSTROEM)
O -0.60155 -1.20199 -0.15913  -0.501
N -0.18678 0.03598 0.43156  -0.511
Cl 1.58886 0.56123 -0.16418  0.048
H -0.80053 0.60478 -0.10825  -0.036

ClHNO2S | ωB97M-V/def2-TZVPD

Results
Max |F|   0.0453 hartree/bohr
Total charge   -1
LUMO level   3.888 eV
ΔE to the lowest compared entry with this formula, charge and spin   33.5 kcal/mol

Each line ends with the Löwdin charge.
CARTESIAN COORDINATES (ANGSTROEM)
N -0.62895 -0.54569 -0.15480  -0.647
O -2.22112 1.00482 1.53791  -0.570
O -0.02070 0.33077 2.63059  -0.585
S -1.27196 -0.06322 1.88390  0.637
Cl -0.01993 -2.18330 0.00287  0.260
H 0.24811 -0.09241 0.07525  -0.096

ClHNO3P | ωB97M-V/def2-TZVPD

Results
Max |F|   0.0407 hartree/bohr
SMILES   O=P([O-])([O-])NCl
Total charge   -2
LUMO level   6.262 eV
ΔE to the lowest compared entry with this formula, charge and spin   0.0 kcal/mol

Each line ends with the Löwdin charge.
CARTESIAN COORDINATES (ANGSTROEM)
O 0.94963 1.55633 -0.57923  -0.501
P 0.84200 0.15540 -0.01628  -0.050
O 1.63590 -0.92565 -0.70108  -0.496
O 0.72624 0.14222 1.52868  -0.555
N -0.96830 -0.03447 -0.40466  -0.582
Cl -1.85173 -1.53989 -0.05187  0.240
H -1.33375 0.64606 0.22444  -0.057